Entry 1:
Entry from the Open Molecules 2025 dataset: C36H33Cl3MoN6OS6Sb as an isolated structure (wB97M-V/def2-TZVPD).

Last column: Mulliken charge in e.
Element x y z (Å)
Mo1 -0.462 -0.064 -1.201  -1.98
C1 3.047 -0.742 3.198  -1.53
C2 3.093 -2.270 3.225  2.15
C3 4.549 -2.700 2.982  -1.74
C4 2.633 -2.744 4.612  -1.73
C5 2.222 -2.907 2.149  -0.45
C6 2.175 -4.304 2.050  -0.22
C7 1.430 -4.937 1.076  -1.64
C8 0.722 -4.154 0.179  1.46
S1 -0.336 -4.677 -1.096  -0.56
C9 -0.672 -3.015 -1.467  0.50
N1 -0.013 -2.126 -0.741  2.02
C10 0.758 -2.755 0.233  -1.86
C11 1.504 -2.146 1.243  1.14
C12 -1.666 -2.568 -2.388  0.57
C13 -2.438 -3.408 -3.199  -0.95
C14 -3.368 -2.850 -4.045  -0.91
C15 -3.507 -1.461 -4.099  -1.06
C16 -2.737 -0.641 -3.298  -0.08
C17 -1.815 -1.164 -2.380  1.55
H1 3.694 -0.348 3.984  0.52
H2 2.038 -0.366 3.371  0.12
H3 3.409 -0.353 2.245  0.13
H4 5.211 -2.221 3.706  0.47
H5 4.860 -2.406 1.979  0.33
H6 4.665 -3.780 3.073  0.34
H7 3.255 -2.290 5.386  0.48
H8 2.705 -3.827 4.712  0.32
H9 1.596 -2.447 4.783  0.29
H10 2.725 -4.919 2.750  0.40
H11 1.400 -6.017 1.010  0.39
H12 1.513 -1.070 1.299  0.14
H13 -2.292 -4.483 -3.158  0.41
H14 -3.974 -3.481 -4.684  0.38
H15 -4.218 -1.021 -4.787  0.48
H16 -2.843 0.432 -3.396  0.42
S2 4.504 1.319 -2.704  -0.71
Sb1 3.745 -0.175 -1.143  0.15
S3 0.904 -0.661 -3.183  0.18
S4 1.585 0.767 -0.312  -0.24
S5 2.447 -1.825 -2.591  -0.39
Cl1 -5.132 5.975 -1.442  -0.25
C18 -4.014 4.653 -1.402  0.44
C19 -4.471 3.375 -1.146  -0.80
C20 -3.564 2.332 -1.131  1.11
Cl2 -4.147 0.765 -0.717  -0.19
C21 -2.178 2.511 -1.380  -1.26
O1 -1.314 1.522 -1.403  -0.49
C22 -1.768 3.851 -1.552  0.73
Cl3 -0.091 4.208 -1.595  -0.25
C23 -2.667 4.898 -1.585  -0.71
H17 -5.514 3.180 -0.946  0.46
H18 -2.308 5.905 -1.736  0.42
C24 -2.545 -1.870 2.199  -1.13
C25 -2.214 -1.417 0.942  -0.66
N2 -1.352 -0.400 0.745  1.70
C26 -0.875 0.220 1.823  -0.70
C27 -1.169 -0.146 3.137  0.52
C28 -2.014 -1.248 3.313  -1.10
C29 -0.528 0.468 4.291  -0.90
C30 0.035 1.681 4.448  -0.61
C31 -0.035 2.875 3.615  1.15
C32 0.906 3.895 3.787  -0.72
C33 0.773 5.028 3.012  -0.25
N3 -0.238 5.199 2.164  -0.56
C34 -1.095 4.187 2.090  -0.29
N4 -1.044 3.042 2.746  -0.32
H19 -3.223 -2.707 2.295  0.49
H20 -2.634 -1.880 0.059  0.59
H21 -0.176 1.016 1.629  0.83
H22 -2.259 -1.588 4.311  0.45
H23 -0.466 -0.196 5.148  0.31
H24 0.597 1.832 5.363  0.38
H25 1.721 3.782 4.490  0.39
H26 1.488 5.842 3.066  0.41
H27 -1.938 4.312 1.417  0.59
C35 1.062 0.527 -6.810  -0.82
N5 1.612 1.342 -5.755  -0.20
C36 0.896 1.906 -4.766  0.46
N6 1.599 2.570 -3.844  -0.08
S6 -0.786 1.891 -4.699  -0.43
H28 1.276 0.970 -7.787  0.31
H29 -0.015 0.467 -6.674  0.29
H30 1.483 -0.479 -6.770  0.26
H31 2.607 1.280 -5.595  0.25
H32 2.584 2.348 -3.687  -0.05
H33 1.087 2.882 -3.041  -0.01

The energy above the lowest of the compared OMol25 structures with the same formula, charge and spin is 25.5 kcal/mol. As for the lowest unoccupied orbital energy (alpha / beta): 1.1 / 1.1 eV. As for the total charge: -1. The spin multiplicity is 3. The expectation value of S² is 2.023.



Entry 2:
Entry from the Open Molecules 2025 dataset: a 2-piece molecular cluster, C3H6N2O overall (wB97M-V/def2-TZVPD).

Last column: Mulliken charge in e.
Element x y z (Å)
C1 -0.268 0.641 0.589  -0.13
C2 -0.768 1.217 -0.558  -0.41
N1 0.150 0.864 -1.520  -0.12
C3 1.101 -0.027 -0.925  -0.09
N2 0.999 0.210 0.379  -0.48
H1 -0.503 1.121 1.649  0.25
H2 -1.705 1.742 -0.645  0.40
H3 0.198 1.281 -2.422  0.20
H4 1.936 -0.605 -1.384  0.36
O1 -0.634 -2.096 1.909  -0.67
H5 -0.515 -2.877 1.288  0.31
H6 0.009 -1.473 1.638  0.37

The energy above the lowest of the compared OMol25 structures with the same formula, charge and spin is 53.0 kcal/mol. As for the lowest unoccupied orbital energy: 0.8 eV. The spin multiplicity is 1.



Entry 3:
Entry from the Open Molecules 2025 dataset: a 4-piece molecular cluster, C20H48NO10PS overall (wB97M-V/def2-TZVPD).

Last column: Mulliken charge in e.
Element x y z (Å)
C1 3.271 -2.257 6.961  -1.26
C2 3.959 -2.269 5.598  -0.14
C3 3.880 -3.636 4.909  -0.95
C4 2.612 -3.809 4.086  -0.40
N1 2.726 -3.097 2.808  0.05
C5 1.549 -2.631 2.235  -0.49
O1 1.217 -1.240 2.736  -0.27
S1 0.177 -0.565 1.764  0.97
O2 0.702 0.673 1.304  -0.59
O3 -1.130 -0.627 2.315  -0.58
O4 0.277 -1.646 0.602  0.03
C6 1.536 -2.373 0.739  -0.19
P1 1.535 -3.762 -0.499  -0.02
C7 2.708 -3.064 -1.747  -1.05
C8 2.579 -5.035 0.311  -1.19
H1 3.474 -1.336 7.508  0.36
H2 3.603 -3.101 7.569  0.33
H3 2.190 -2.350 6.850  0.29
H4 3.459 -1.530 4.961  0.13
H5 4.998 -1.951 5.696  0.36
H6 4.735 -3.772 4.240  0.32
H7 3.919 -4.430 5.657  0.47
H8 1.753 -3.438 4.659  0.24
H9 2.439 -4.869 3.884  0.26
H10 3.437 -2.375 2.844  0.29
H11 0.688 -3.226 2.545  0.49
H12 2.324 -1.642 0.525  0.40
H13 3.083 -2.084 -1.455  0.32
H14 2.204 -2.977 -2.707  0.33
H15 3.571 -3.721 -1.861  0.36
H16 2.977 -5.643 -0.503  0.44
H17 3.407 -4.656 0.907  0.35
H18 1.952 -5.676 0.929  0.32
C9 -5.818 0.889 0.515  -0.67
O5 -6.626 0.249 1.486  -0.42
C10 -7.189 -0.971 1.039  -0.51
C11 -6.433 -2.173 1.562  -0.52
O6 -5.120 -2.243 1.043  -0.38
C12 -4.123 -1.800 1.949  -0.49
H19 -5.295 1.705 1.009  0.32
H20 -5.085 0.199 0.089  0.18
H21 -6.429 1.301 -0.296  0.41
H22 -7.215 -1.002 -0.056  0.29
H23 -8.220 -1.018 1.404  0.41
H24 -6.965 -3.080 1.258  0.40
H25 -6.411 -2.144 2.657  0.31
H26 -4.008 -2.509 2.776  0.37
H27 -4.361 -0.814 2.358  0.31
H28 -3.185 -1.739 1.404  0.01
C13 -0.354 1.823 -3.285  -0.86
O7 -0.935 0.592 -2.903  -0.48
C14 -1.302 0.550 -1.531  -0.24
C15 -2.783 0.760 -1.321  -0.25
O8 -3.207 2.067 -1.679  -0.41
C16 -3.833 2.130 -2.943  -0.75
H29 -0.254 1.816 -4.369  0.23
H30 -0.978 2.671 -2.988  0.39
H31 0.642 1.944 -2.844  0.44
H32 -0.735 1.291 -0.959  0.40
H33 -1.044 -0.442 -1.151  0.13
H34 -2.999 0.622 -0.257  0.17
H35 -3.350 0.010 -1.883  0.34
H36 -4.816 1.645 -2.922  0.31
H37 -3.224 1.660 -3.720  0.31
H38 -3.969 3.184 -3.184  0.28
C17 4.294 6.586 -4.729  -0.68
O9 2.904 6.774 -4.902  -0.37
C18 2.267 5.723 -5.607  -0.71
C19 1.542 4.775 -4.678  -0.29
O10 2.432 4.066 -3.834  -0.36
C20 2.491 4.574 -2.514  -0.80
H39 4.640 7.356 -4.042  0.24
H40 4.519 5.602 -4.308  0.29
H41 4.827 6.695 -5.680  0.32
H42 2.997 5.166 -6.204  0.35
H43 1.542 6.173 -6.291  0.39
H44 0.999 4.038 -5.279  0.30
H45 0.809 5.329 -4.081  0.36
H46 1.563 4.364 -1.970  0.34
H47 2.672 5.652 -2.504  0.37
H48 3.313 4.068 -2.011  0.24

The energy above the lowest of the compared OMol25 structures with the same formula, charge and spin is 2.1 kcal/mol. As for the lowest unoccupied orbital energy: 0.6 eV. The spin multiplicity is 1.



Entry 4:
Entry from the Open Molecules 2025 dataset: C8H13ClN2 as an isolated structure (wB97M-V/def2-TZVPD).

Last column: Mulliken charge in e.
Element x y z (Å)
C1 2.562 -0.379 -1.070  -0.46
C2 1.346 -0.207 -1.626  -0.64
C3 2.470 1.876 -0.480  -0.16
C4 3.005 0.538 0.007  -0.87
C5 0.565 0.969 -1.409  1.04
C6 -3.026 -1.783 1.288  -1.30
C7 -2.006 -0.646 1.561  -0.35
C8 -1.524 -0.062 0.217  -0.63
N1 1.370 2.024 -1.070  -0.64
N2 -0.323 0.751 0.329  -0.35
Cl1 -0.519 1.193 -2.755  -0.18
H1 3.288 -1.084 -1.458  0.41
H2 1.037 -1.024 -2.296  0.35
H3 2.963 2.790 -0.190  0.43
H4 2.513 0.258 0.865  0.27
H5 4.044 0.626 0.174  0.37
H6 -3.872 -1.359 0.785  0.33
H7 -2.637 -2.498 0.623  0.43
H8 -3.445 -2.183 2.257  0.33
H9 -1.265 -1.204 2.002  0.32
H10 -2.529 0.054 2.202  0.34
H11 -1.243 -0.953 -0.244  0.36
H12 -2.349 0.585 -0.215  0.30
H13 -0.427 1.717 0.503  0.30

The energy above the lowest of the compared OMol25 structures with the same formula, charge and spin is 23.6 kcal/mol. As for the lowest unoccupied orbital energy (alpha / beta): 0.9 / -2.2 eV. The spin multiplicity is 3. The expectation value of S² is 2.023.